[1]
# C20H31Cl3FeIN2O5PS

A molecular structure, C20H31Cl3FeIN2O5PS in a non-equilibrium geometry (ωB97M-V/def2-TZVPD, the Open Molecules 2025 dataset).

Geometry as XYZ:
```
65
Properties=species:S:1:pos:R:3:forces:R:3
C -2.440658 4.290348 2.312424 -0.3 0.7 -0.2
C -1.995573 4.682931 0.857463 -1.7 -0.2 0.2
C -2.462129 3.582648 -0.157692 1.0 -0.4 -0.3
C -1.325354 2.526536 -0.542371 -2.6 1.9 -0.1
N -0.947502 1.855387 0.700278 1.4 -1.2 -1.1
C -0.063472 0.666840 0.574512 -0.1 1.8 2.4
C 1.121034 1.057922 1.533835 0.8 1.3 0.0
Cl 2.285561 -0.227441 1.997226 -1.1 -0.5 -0.3
C 1.971081 2.350346 1.006090 0.6 -0.1 1.7
C 1.396986 3.713378 1.537342 -0.5 0.0 -1.4
Cl 3.636802 2.235154 1.792695 -0.5 0.5 -0.8
O 0.399696 0.770353 -0.820875 1.2 -2.5 -0.8
S 1.423516 -0.359449 -1.281100 1.0 -1.0 1.3
O 1.221371 -0.555965 -2.768165 -0.5 1.5 -1.3
O 2.821777 -0.007430 -1.132700 -0.8 0.8 -0.4
C 1.117214 -1.978690 -0.492233 -1.3 -1.7 0.0
C 0.898805 -3.092857 -1.607685 0.9 -0.2 -0.3
C 2.301191 -3.437578 -2.240771 0.7 -0.2 -0.2
O 2.779614 -4.744297 -1.864128 -0.9 1.5 -0.4
C 4.201152 -4.778096 -1.757267 1.4 -0.5 1.4
C 4.662640 -4.455315 -0.265144 0.1 -0.2 -1.0
C -0.098884 -2.047769 0.524058 0.8 -0.6 0.5
Cl 0.580599 -2.963972 1.973413 -0.3 0.3 -0.7
C -0.841168 -0.694077 0.844691 -1.0 -0.3 -1.6
C -2.060476 -0.647006 -0.202680 0.6 0.2 1.6
C -3.284721 -0.062810 0.165162 -2.1 0.2 -1.4
C -4.406565 -0.004885 -0.790821 3.4 -1.2 -0.1
C -4.036345 -0.571416 -2.041359 -0.8 0.8 1.0
C -2.734530 -1.083068 -2.255652 -0.1 -0.6 -1.8
N -1.704981 -1.171151 -1.401860 -2.3 1.2 0.9
P -1.746782 -0.767162 2.523594 0.5 -1.9 0.7
O -2.393244 -2.284309 2.634503 1.1 2.2 -0.3
I -0.347817 -0.534582 4.470520 -0.6 0.2 -0.5
H -2.354679 5.205748 2.945064 0.2 -1.0 -0.1
H -3.530562 4.032788 2.338216 0.8 0.2 -0.2
H -1.903796 3.412815 2.738135 0.0 0.7 -0.1
H -2.582543 5.602336 0.607262 0.6 -0.6 0.2
H -0.930055 4.968472 0.771336 -0.6 -0.4 0.1
H -3.307304 2.988990 0.265801 0.4 0.5 -0.2
H -2.828439 4.039293 -1.106426 0.3 -0.4 0.6
H -1.841065 1.883429 -1.304060 0.9 0.2 0.5
H -0.525793 3.152912 -1.006373 -0.2 -0.9 0.5
H -1.696393 1.704746 1.364840 -0.1 0.2 -0.3
H 0.650293 1.451501 2.467657 0.3 -0.7 -0.7
H 2.186488 2.321771 -0.075248 -0.4 0.0 0.6
H 2.144704 4.318396 2.086976 -0.5 -0.7 -0.2
H 1.122779 4.309362 0.630863 0.1 -0.3 0.8
H 0.460382 3.552917 2.111581 0.8 0.2 -0.2
H 2.062932 -2.273724 0.018045 -0.5 0.9 -0.3
H 0.132822 -2.787111 -2.345546 0.5 -0.1 0.4
H 0.516122 -4.030041 -1.128340 0.4 0.9 0.0
H 3.070503 -2.706091 -1.876606 -0.6 -0.3 -0.2
H 2.306662 -3.338995 -3.362863 -0.3 -0.2 0.8
H 4.542811 -5.813883 -2.012979 -0.5 0.9 0.1
H 4.692340 -4.067840 -2.461799 -0.4 -0.5 0.3
H 5.748122 -4.676512 -0.134965 -0.8 0.2 -0.3
H 4.529681 -3.369314 -0.036610 -0.1 -0.8 0.0
H 4.120488 -5.114774 0.446608 0.2 0.6 -0.5
H -0.783196 -2.827628 0.123423 0.2 1.2 0.3
H -3.552736 0.419789 1.131161 0.8 -0.5 -0.5
H -5.375500 0.444508 -0.524727 0.6 -0.4 -0.3
H -4.773339 -0.569481 -2.862021 0.6 -0.2 0.4
H -2.519145 -1.474838 -3.275184 -0.2 0.3 0.8
H -2.020351 -2.688035 3.446259 -0.4 -0.3 -0.2
Fe 2.308929 0.665978 -3.804781 -0.2 -1.0 0.9
```
Forces are in eV/Å.

- energy (a.u.) = -4946.62286
- M (u) = 731.6
- HOMO (alpha / beta) (eV) = -16.68 / -16.68
- spin multiplicity = 6
- orbital gap (alpha / beta) (eV) = 3.70 / 3.07
- LUMO (alpha / beta) (eV) = -12.98 / -13.61
- charge = +3
- ⟨S²⟩ = 8.77
- ΔE to the lowest compared entry with this formula, charge and spin (eV) = 2.740
- strongest force on any atom (eV Å⁻¹) = 3.63

[2]
# C23H21Cl5N3NiO2

A molecular structure, C23H21Cl5N3NiO2 in a non-equilibrium geometry (ωB97M-V/def2-TZVPD, the Open Molecules 2025 dataset).

Geometry as XYZ:
```
55
Properties=species:S:1:pos:R:3:forces:R:3
Ni -0.228723 -0.799907 -1.673891 0.6 -1.1 0.2
C -1.947850 -4.569002 -2.107343 -0.6 0.5 0.8
C -1.118092 -3.480191 -1.455746 0.6 -0.1 0.5
O -0.532600 -2.637107 -2.184199 -1.0 -1.6 0.4
C -1.044170 -3.546584 -0.017068 -0.1 0.3 0.1
C -0.395260 -2.653289 0.821091 0.8 1.8 -1.0
C -0.571918 -2.650688 2.315969 0.0 -1.3 -0.4
N 0.374252 -1.663721 0.235652 -0.8 -1.1 -1.4
N 1.052427 -0.909470 1.029753 1.5 0.4 2.0
C 2.221515 -0.277101 0.609626 -1.8 -0.3 1.7
O 2.726400 -0.219452 -0.490758 0.2 -0.1 -0.6
C 2.916978 0.321817 1.853006 0.1 0.8 0.1
C 2.397975 0.251776 3.215359 2.3 0.0 -2.7
C 3.211549 0.621949 4.266148 -0.3 0.8 -1.0
C 4.356937 1.367272 3.964420 0.1 -0.2 1.7
C 4.783583 1.533522 2.673964 1.5 1.2 -0.6
C 4.129008 0.998367 1.583513 -1.4 -1.3 0.7
H -1.808140 -4.466804 -3.179598 -0.1 -0.5 0.0
H -3.024085 -4.411522 -1.836486 0.8 -0.1 -0.4
H -1.656830 -5.521224 -1.634630 -0.1 0.1 -0.7
H -1.568127 -4.332992 0.527035 -0.2 0.0 -0.5
H -1.539901 -3.086272 2.556588 0.0 -0.2 0.0
H -0.593169 -1.644187 2.653421 0.3 0.8 0.4
H 0.207621 -3.235423 2.838282 -0.2 0.5 -0.2
H 1.434996 -0.138194 3.280345 -1.3 -0.9 0.5
H 2.915179 0.435637 5.279995 -0.1 0.1 0.4
H 4.877868 1.811051 4.836265 0.0 -0.3 -0.9
H 5.674304 2.147855 2.463662 -0.3 -0.3 0.3
H 4.514394 1.011892 0.563031 -0.2 0.2 0.3
Cl -3.054466 1.104059 -2.592763 -0.5 -0.2 -0.1
C -1.865259 0.646083 -3.782222 0.5 -0.5 -1.6
C -0.759204 -0.099869 -3.415203 0.5 1.2 -0.2
C 0.311252 -0.193447 -4.318923 -1.4 0.0 0.8
Cl 1.778871 -0.851995 -3.624842 0.1 -0.1 -0.7
C 0.190786 0.236257 -5.613203 -0.7 0.4 -0.6
Cl 1.374523 -0.280247 -6.742219 0.5 0.4 -0.6
C -0.985478 0.928762 -6.047712 -0.1 -0.7 1.7
Cl -0.990832 1.711738 -7.577289 -0.3 -0.2 -0.3
C -2.070553 1.051197 -5.131307 1.4 -0.4 0.2
Cl -3.641371 1.536330 -5.651832 0.1 0.5 -0.3
C -1.544594 1.396340 2.726726 -0.3 0.3 -1.1
C -1.375328 2.110351 1.358317 -1.2 0.2 0.1
C -2.726524 2.714692 0.986814 -0.3 1.2 -1.5
C -0.282284 3.169976 1.336802 1.5 -0.7 -1.0
C -1.150518 1.219002 0.233260 1.7 -2.3 -2.3
N -0.863036 0.585720 -0.712375 -1.2 2.9 4.1
H -1.485033 2.104041 3.538921 0.4 0.3 0.2
H -0.857572 0.580706 2.812228 0.6 -0.3 0.3
H -2.556465 1.021759 2.757299 -0.3 -0.5 0.0
H -2.932922 3.560922 1.606875 -0.2 0.6 0.6
H -3.582196 2.056632 1.031602 0.0 -0.6 0.2
H -2.722649 3.094450 -0.067450 0.2 -0.2 0.8
H -0.458091 3.950314 2.033863 -0.1 0.4 1.2
H -0.239185 3.716191 0.383192 -0.1 -0.5 -0.1
H 0.722007 2.672027 1.484036 -1.0 0.7 0.0
```
Forces are in eV/Å.

- energy (a.u.) = -5013.00907
- M (u) = 607.4
- HOMO (alpha / beta) (eV) = -3.58 / -3.46
- spin multiplicity = 3
- orbital gap (alpha / beta) (eV) = 6.11 / 5.43
- LUMO (alpha / beta) (eV) = 2.53 / 1.97
- charge = -1
- ⟨S²⟩ = 2.05
- strongest force on any atom (eV Å⁻¹) = 5.20

[3]
# C8H5F6MoN3O8S2

A molecular structure, C8H5F6MoN3O8S2 in a non-equilibrium geometry (ωB97M-V/def2-TZVPD, the Open Molecules 2025 dataset).

Geometry as XYZ:
```
33
Properties=species:S:1:pos:R:3:forces:R:3
Mo -0.877879 0.371742 -0.237950 1.1 0.5 2.4
C 2.876297 -0.281315 -0.567610 0.1 -0.1 0.0
C 1.824806 -1.311382 -0.747664 0.0 0.2 0.0
N 0.505331 -1.119673 -0.722563 0.0 -0.5 0.0
C -0.095958 -2.372298 -0.906764 -0.2 0.7 0.0
C 0.868229 -3.305765 -1.062639 0.2 -0.1 0.1
N 2.044100 -2.617469 -0.957895 0.1 -0.1 -0.1
C 0.955018 -4.802768 -1.199448 -0.1 0.0 -0.1
O -0.149830 -5.478408 -1.441808 0.0 -0.1 0.0
O 2.039178 -5.284611 -1.072121 0.0 0.0 -0.1
C -1.553396 -2.404540 -0.827588 0.7 -0.3 -0.1
O -2.324607 -3.257882 -1.013143 -0.3 0.0 0.1
O -1.910047 -1.041559 -0.440600 -1.3 -1.0 -0.5
H 2.438581 0.670358 -0.280593 0.0 0.0 0.0
H 3.444113 -0.142488 -1.489051 0.0 0.0 0.0
H 3.581345 -0.589689 0.205066 0.0 0.0 0.0
H 2.941257 -3.095233 -1.019344 0.0 0.0 0.0
H -0.965043 -4.956682 -1.514899 0.1 0.0 0.0
F -3.584260 1.861670 2.795355 0.0 0.3 -0.1
C -2.608747 1.329122 2.159683 0.0 -0.2 -0.1
F -2.599414 0.019886 2.273743 -0.2 -0.3 0.3
F -2.717372 1.574221 0.785544 -0.2 -0.1 -0.4
S -0.900187 1.933989 2.535110 0.0 0.5 0.1
O -0.143303 0.845260 1.831486 -0.5 -0.5 -0.8
O -0.716577 2.119577 3.913744 0.1 -0.2 -0.2
N -0.831227 3.254574 1.639480 0.1 -0.2 0.6
S 0.165017 3.366447 0.477613 0.1 -0.3 0.0
O -0.088650 2.024022 -0.394417 0.4 1.6 -1.1
O 1.552863 3.505407 0.689300 -0.1 0.2 -0.2
C -0.660065 4.627105 -0.673865 0.1 -0.1 0.0
F 0.103321 4.709679 -1.731265 0.0 0.1 0.1
F -1.826789 4.101444 -0.972554 -0.2 0.0 -0.1
F -0.786098 5.747270 -0.032340 0.1 0.0 0.0
```
Forces are in eV/Å.

- energy (a.u.) = -2537.11166
- M (u) = 545.2
- HOMO (alpha / beta) (eV) = -17.41 / -17.42
- spin multiplicity = 1
- orbital gap (alpha / beta) (eV) = 7.32 / 7.37
- LUMO (alpha / beta) (eV) = -10.09 / -10.06
- charge = +2
- ΔE to the lowest compared entry with this formula, charge and spin (eV) = 0.263
- strongest force on any atom (eV Å⁻¹) = 2.72

[4]
# C23H43As3CrOS5

A molecular structure, C23H43As3CrOS5 (ωB97M-V/def2-TZVPD, the Open Molecules 2025 dataset).

Geometry as XYZ:
```
76
Properties=species:S:1:pos:R:3:forces:R:3
Cr -1.214659 -0.028983 -0.732135 0.0 -0.2 -0.2
S -0.766767 -2.329694 -1.207953 0.1 0.1 -0.1
C 0.330583 -2.982802 -2.449836 0.0 0.1 0.2
C 0.267709 -4.379037 -2.551421 0.0 -0.1 0.0
C 1.059507 -5.097669 -3.426578 0.0 0.0 -0.1
C 1.946274 -4.407691 -4.247384 0.0 0.0 0.0
C 2.016866 -3.031452 -4.160490 0.1 0.0 0.0
C 1.231415 -2.272311 -3.273145 -0.2 0.0 -0.1
S 1.378489 -0.527860 -3.327769 -0.3 -0.1 -0.3
H -0.430585 -4.900617 -1.907040 0.0 0.0 0.0
H 0.979248 -6.177740 -3.470976 0.0 0.0 0.0
H 2.575801 -4.937362 -4.953857 0.0 0.0 0.0
H 2.696465 -2.482367 -4.802038 0.0 0.0 0.0
C -4.285203 3.335097 0.437650 -0.1 0.1 0.0
C -3.606169 2.027161 0.107657 0.1 -0.1 0.0
S -1.845429 2.042539 0.309550 -0.1 0.1 0.0
C -4.277623 0.947293 -0.317190 0.1 0.1 0.0
C -5.769338 0.962354 -0.523594 -0.1 0.0 0.0
S -3.508144 -0.579305 -0.756557 0.0 0.0 0.0
H -3.570894 4.041328 0.858840 0.0 0.0 0.0
H -5.091781 3.206490 1.165771 0.0 0.0 0.0
H -4.721463 3.801358 -0.451626 0.0 0.0 0.0
H -6.267731 1.711151 0.095054 0.0 0.0 0.0
H -6.196489 -0.014649 -0.290019 0.0 0.0 0.0
H -6.019630 1.176377 -1.568419 0.0 0.0 0.0
C 2.990233 -0.017774 -0.654532 0.1 -0.1 0.2
As 1.241392 0.788984 -0.387960 -0.2 0.0 0.0
C 1.456634 2.366784 -1.503090 0.1 0.0 0.1
C 1.519028 1.664469 1.371346 0.1 0.0 0.0
C 1.330569 0.860100 2.671196 0.0 0.0 0.0
C 1.676522 1.783560 3.847676 0.0 0.1 0.0
C -0.144705 0.480900 2.893998 0.0 -0.1 0.1
As -1.109852 -0.716612 1.677286 0.1 0.0 0.0
C -0.534782 -2.493933 2.233377 0.0 0.0 0.1
C -2.815919 -0.616574 2.587543 0.0 0.0 0.1
C 2.170417 -0.424980 2.721778 0.1 0.0 0.0
As 4.146546 -0.553398 2.898534 -0.1 0.0 0.0
C 4.317981 -0.119308 4.809281 0.0 0.0 0.0
C 4.937846 1.113926 2.220958 0.0 0.0 0.0
H 3.180179 -0.831929 0.041080 0.0 0.0 0.1
H 3.731614 0.770235 -0.521684 0.0 0.0 0.0
H 3.016356 -0.405967 -1.670092 0.0 0.1 0.1
H 2.303913 2.953044 -1.143223 0.0 0.1 0.0
H 0.538023 2.948276 -1.462895 0.0 0.0 0.0
H 1.641837 2.026153 -2.520669 0.0 0.0 0.0
H 0.817201 2.502998 1.380700 0.0 0.0 0.0
H 2.526743 2.092151 1.353132 0.0 0.0 0.0
H 0.999907 2.641531 3.849845 0.0 0.0 0.0
H 2.695700 2.163434 3.789368 0.0 0.0 -0.1
H 1.559308 1.262278 4.801653 0.0 0.0 0.0
H -0.749789 1.389223 2.881578 0.0 0.0 0.0
H -0.239671 0.028298 3.887110 0.0 0.0 0.0
H -0.403348 -2.517420 3.316257 0.0 0.0 0.0
H 0.381888 -2.776513 1.722357 0.0 0.0 0.0
H -1.308022 -3.200640 1.936141 0.0 0.0 0.0
H -2.673563 -0.824824 3.649036 -0.1 0.0 0.0
H -3.493838 -1.333726 2.132316 0.0 0.0 0.0
H -3.219139 0.383957 2.438038 0.0 0.0 0.0
H 1.937614 -1.050712 1.858242 0.0 0.0 -0.1
H 1.843623 -1.011277 3.589156 0.0 0.0 0.0
H 3.781862 -0.867910 5.392858 0.0 0.0 0.0
H 3.928944 0.869258 5.047776 0.0 0.0 0.0
H 5.372835 -0.165732 5.080837 0.0 0.0 0.0
H 4.802179 1.191587 1.145409 0.0 0.0 0.0
H 6.007905 1.029192 2.417499 0.0 0.0 0.0
H 4.563331 2.014760 2.702147 -0.1 0.0 0.0
C -2.675227 1.777669 -4.528756 -0.1 0.0 -0.1
S -1.225779 0.861413 -3.965285 -0.2 -0.1 0.1
C -1.779410 -0.758738 -4.475966 -0.1 0.0 -0.2
O -1.495599 0.926412 -2.474909 0.3 0.3 0.0
H -2.755297 1.704306 -5.614997 0.0 0.0 0.0
H -2.525635 2.816824 -4.239680 0.0 0.0 0.0
H -3.563511 1.380613 -4.034315 0.1 0.0 0.0
H -1.646402 -0.840260 -5.556370 0.0 0.0 0.0
H -2.820455 -0.884385 -4.176199 0.0 0.0 0.0
H -1.148639 -1.481330 -3.971381 0.1 -0.1 0.0
```
Forces are in eV/Å.

- energy (a.u.) = -10720.23337
- M (u) = 772.7
- HOMO (alpha / beta) (eV) = -3.42 / -3.49
- spin multiplicity = 4
- orbital gap (alpha / beta) (eV) = 5.93 / 6.00
- LUMO (alpha / beta) (eV) = 2.51 / 2.51
- charge = -1
- ⟨S²⟩ = 3.83
- strongest force on any atom (eV Å⁻¹) = 0.48

Question: Among the records above, which one has the lowest energy?
Answer: C23H43As3CrOS5